[1]
DFT (wB97M-V/def2-TZVPD) results for the ion C4H6F3O3S with charge -1 at a distorted geometry.

The geometry in XYZ format:
```
17
Properties=species:S:1:pos:R:3:mulliken_charge:R:1
C 0.27401 1.93403 -0.43221 -1.254
C -1.75635 -1.78533 0.01036 -0.802
C 0.75749 0.78215 0.34702 0.759
C -0.31364 -0.13950 0.83888 0.652
O 1.63007 -1.36641 -1.32136 -0.617
O 2.83993 0.71587 -1.43501 -0.640
O -1.14415 -0.54299 -0.12799 -0.293
F 1.53683 1.27559 1.44762 -0.383
F 0.25342 -1.17798 1.56055 -0.326
F -1.18069 0.38724 1.85205 -0.384
S 2.26438 -0.29591 -0.54166 0.511
H -0.69956 1.69641 -0.91221 0.309
H 0.94221 1.88286 -1.33468 0.322
H 0.33338 2.89748 0.02747 0.307
H -1.17363 -2.28287 0.72352 0.351
H -1.75995 -2.21625 -0.99267 0.220
H -2.80376 -1.76438 0.29033 0.267
```

The spin multiplicity is 1. Its total charge is -1. The calculation puts the HOMO energy at -0.137 Ha. As for the relative energy (zero: lowest compared OMol25 entry of this formula, charge and spin): 0.0 kcal per mole. The value obtained for the largest force on an atom is 3.3 eV/A. The calculation puts the lowest unoccupied orbital energy at 3.6 eV. The gap between HOMO and LUMO comes out at 7.3113 eV.

***

[2]
DFT (wB97M-V/def2-TZVPD) results for a cluster of 2 separate species, C4H6FN in total at a distorted geometry.

The geometry in XYZ format:
```
12
Properties=species:S:1:pos:R:3:mulliken_charge:R:1
C -1.28116 0.38379 0.25385 -0.491
C -1.51600 0.27297 1.48654 -0.017
C 0.83524 0.11345 -0.19422 0.551
C 0.90754 -0.58339 -1.49372 -1.035
N 1.40377 0.54771 0.81033 -0.475
F -2.72446 0.41889 2.07919 -0.248
H -1.97980 0.43498 -0.64247 0.231
H -0.86288 0.00705 2.28318 0.303
H 0.09273 -0.31360 -2.06831 0.315
H 1.78803 -0.30377 -1.90054 0.378
H 0.93448 -1.72713 -1.36414 0.243
H 2.40251 0.74906 0.75032 0.243
```

The spin multiplicity is 1. The calculation puts the HOMO energy at -0.321 Ha. As for the relative energy (zero: lowest compared OMol25 entry of this formula, charge and spin): 87.9 kcal per mole. The value obtained for the largest force on an atom is 6.5 eV/A. The calculation puts the lowest unoccupied orbital energy at 0.8 eV. The gap between HOMO and LUMO comes out at 9.5026 eV.

***

[3]
DFT (wB97M-V/def2-TZVPD) results for an isolated molecule of C4H6FN3 at a distorted geometry.

The geometry in XYZ format:
```
14
Properties=species:S:1:pos:R:3:mulliken_charge:R:1
H 0.79491 -2.51237 0.04631 0.248
N -0.09584 -2.01852 0.04347 -0.718
C 0.12035 -0.77865 0.17291 0.107
C 1.42058 0.01007 0.31010 0.669
F 2.38478 -0.53617 -0.53863 -0.308
C 1.01346 1.40862 -0.02966 -0.831
C -0.33786 1.42824 -0.09484 -0.203
N -0.89682 0.16888 0.13401 0.250
N -2.17433 -0.14367 -0.34421 -0.747
H 1.84469 -0.08211 1.31263 0.183
H 1.63209 2.27910 -0.08115 0.376
H -1.00237 2.25084 -0.23059 0.429
H -2.05631 -0.81744 -1.10456 0.274
H -2.64731 -0.65681 0.40422 0.271
```

The spin multiplicity is 1. The calculation puts the HOMO energy at -0.320 Ha. As for the relative energy (zero: lowest compared OMol25 entry of this formula, charge and spin): 25.1 kcal per mole. The value obtained for the largest force on an atom is 1.5 eV/A. The calculation puts the lowest unoccupied orbital energy at 0.9 eV. The gap between HOMO and LUMO comes out at 9.5541 eV.

***

[4]
DFT (wB97M-V/def2-TZVPD) results for a structure of composition C4H6FNO at a distorted geometry.

The geometry in XYZ format:
```
13
Properties=species:S:1:pos:R:3:mulliken_charge:R:1
C -1.39780 -0.27026 -0.20459 -0.773
C -0.25974 -0.02397 0.46155 0.250
C 0.84793 -0.74700 0.01533 -0.532
C 0.54710 1.26961 0.08751 0.411
H -1.76453 -1.20742 0.33807 0.285
H -1.28626 -0.34905 -1.25383 0.370
H -0.40040 -0.08995 1.58494 0.307
H 0.49496 -1.40351 -0.77804 0.221
H 1.16114 -1.48572 0.73494 0.277
H 2.46040 0.52989 -0.62342 0.100
N 1.56902 0.45888 -0.30077 -0.050
O 0.24438 2.41405 0.06750 -0.554
F -2.21620 0.90443 -0.12919 -0.313
```

The spin multiplicity is 1. The calculation puts the HOMO energy at -0.358 Ha. As for the relative energy (zero: lowest compared OMol25 entry of this formula, charge and spin): 49.8 kcal per mole. The value obtained for the largest force on an atom is 8.2 eV/A. The calculation puts the lowest unoccupied orbital energy at 0.8 eV. The gap between HOMO and LUMO comes out at 10.5345 eV.

***

[5]
DFT (wB97M-V/def2-TZVPD) results for a cluster of 2 separate species, C4H6FNO in total at a distorted geometry.

The geometry in XYZ format:
```
13
Properties=species:S:1:pos:R:3:mulliken_charge:R:1
C -0.54820 0.76643 -0.75100 -0.036
C 1.69889 0.52000 0.10095 0.342
C -1.65504 0.96643 0.29803 -0.798
C 0.99525 -1.74630 0.16973 -0.599
N 0.71844 0.76925 -0.60400 -0.226
O 2.79339 0.65247 0.44866 -0.447
F -0.27912 -1.63126 -0.34260 -0.234
H -1.02518 0.59283 -1.63999 0.461
H -2.52328 0.18970 0.08883 0.249
H -1.92932 2.03586 0.17767 0.306
H -1.25229 0.59978 1.33859 0.238
H 1.24783 -1.87947 1.24564 0.341
H 1.75864 -1.83574 -0.53050 0.404
```

The spin multiplicity is 1. The calculation puts the HOMO energy (spin up / spin down) at -0.266 / -0.293 Ha. As for the relative energy (zero: lowest compared OMol25 entry of this formula, charge and spin): 102.9 kcal per mole. The value obtained for the largest force on an atom is 3.1 eV/A. The calculation puts the lowest unoccupied orbital energy (spin up / spin down) at 0.2 / 0.3 eV. The gap between HOMO and LUMO (spin up / spin down) comes out at 7.3963 / 8.2907 eV.

***

[6]
DFT (wB97M-V/def2-TZVPD) results for an isolated molecule of C4H6FNO2 at a distorted geometry.

The geometry in XYZ format:
```
14
Properties=species:S:1:pos:R:3:mulliken_charge:R:1
C 2.52920 0.12619 -0.22052 -0.485
O 1.10417 -0.00014 -0.31826 -0.136
N 0.68647 -0.77332 0.74923 -0.510
C -0.58003 -0.89201 0.75118 -0.238
C -1.51143 -0.33985 -0.28808 0.411
F -2.69282 -1.07741 -0.28282 -0.314
C -1.90162 1.09024 0.00717 -0.040
O -1.15658 1.91544 0.44876 -0.421
H 2.70322 0.71935 -1.13547 0.226
H 3.02348 -0.89248 -0.28276 0.225
H 2.88086 0.77203 0.58653 0.254
H -1.06091 -1.49689 1.48855 0.439
H -1.04961 -0.46514 -1.29833 0.242
H -2.97440 1.31398 -0.20517 0.345
```

The spin multiplicity is 1. The calculation puts the HOMO energy at -0.362 Ha. As for the relative energy (zero: lowest compared OMol25 entry of this formula, charge and spin): 73.8 kcal per mole. The value obtained for the largest force on an atom is 1.8 eV/A. The calculation puts the lowest unoccupied orbital energy at 0.7 eV. The gap between HOMO and LUMO comes out at 10.5651 eV.

***

[7]
DFT (wB97M-V/def2-TZVPD) results for an isolated molecule of C4H6FNOS at a distorted geometry.

The geometry in XYZ format:
```
14
Properties=species:S:1:pos:R:3:mulliken_charge:R:1
O -0.88292 0.42614 2.85405 -0.650
C -0.42315 0.17358 1.58562 0.493
C -0.66095 1.18748 0.47600 -0.732
C -0.61970 -0.00786 -0.48720 0.169
C 0.61954 0.10918 -1.38039 -0.612
F 1.91235 -0.14262 -0.57761 -0.357
N -0.17731 -0.86737 0.76651 -0.103
S 0.30309 -2.49768 0.66925 -0.133
H -1.50922 1.75449 0.48969 0.379
H 0.13414 1.97440 0.24223 0.229
H -1.46977 -0.22959 -1.04160 0.463
H 0.60321 -0.83564 -2.03710 0.297
H 0.63070 1.07267 -1.86569 0.386
H 1.54001 -2.11717 0.30624 0.172
```

The spin multiplicity is 1. The calculation puts the HOMO energy at -0.351 Ha. As for the relative energy (zero: lowest compared OMol25 entry of this formula, charge and spin): 85.0 kcal per mole. The value obtained for the largest force on an atom is 9.3 eV/A. The calculation puts the lowest unoccupied orbital energy at 0.6 eV. The gap between HOMO and LUMO comes out at 10.1168 eV.

***

[8]
DFT (wB97M-V/def2-TZVPD) results for a structure of composition C4H6FeLiO2 at a distorted geometry.

The geometry in XYZ format:
```
14
Properties=species:S:1:pos:R:3:mulliken_charge:R:1
O 1.16526 -1.86892 0.85529 -0.579
C 0.84857 -1.76036 -0.42538 0.022
C -0.54732 -1.61652 -0.70305 -0.486
Fe 2.60171 0.01810 0.13321 0.592
Li -0.02244 -0.26757 2.20672 0.880
H -1.21825 -1.98785 0.09689 0.388
H -0.87576 -1.69425 -1.74519 0.396
C -0.08105 1.36176 0.61265 -0.912
C -0.85349 0.52094 -0.24066 -0.353
O 1.26111 1.64818 0.21668 -0.359
H -0.56059 2.29278 0.93527 0.361
H -1.82312 0.02452 -0.26508 0.422
H -1.17456 1.15466 -1.08404 0.313
H 1.27994 2.17454 -0.59332 0.313
```

The spin multiplicity is 7. Its total charge is +1. The calculation puts the HOMO energy (spin up / spin down) at -0.354 / -0.407 Ha. The value obtained for the largest force on an atom is 4.9 eV/A. The calculation puts the lowest unoccupied orbital energy (spin up / spin down) at -5.4 / -6.0 eV. The gap between HOMO and LUMO (spin up / spin down) comes out at 4.1987 / 5.0964 eV.

***

[9]
DFT (wB97M-V/def2-TZVPD) results for a structure of composition C4H6GdO7 at a distorted geometry.

The geometry in XYZ format:
```
18
Properties=species:S:1:pos:R:3:mulliken_charge:R:1
O 1.89097 0.51736 -0.89359 -0.615
C 2.52589 -0.54181 -0.52851 1.412
O 3.65727 -0.32416 0.05019 -0.622
O 1.94369 -1.68131 -0.38897 -0.492
Gd 3.23823 2.05516 0.45831 0.236
O -1.20738 -2.86556 1.35334 -0.514
C 0.14274 -3.27354 1.37622 -0.425
C 1.05917 -2.08128 1.51092 -0.027
H -1.76223 -3.60389 1.09026 0.310
H 0.40946 -3.83764 0.46814 0.359
H 0.34071 -3.96595 2.21006 0.277
H 0.51428 -1.17089 1.22286 0.335
H 2.03014 -2.48275 1.83567 0.292
O 0.77429 -1.38836 3.37777 -0.595
C 1.36650 -0.36016 3.83879 0.715
O 1.79486 0.62225 3.22396 -0.509
O 1.53048 -0.42601 5.17571 -0.458
H 1.78760 0.44746 5.49611 0.321
```

The spin multiplicity is 9. The calculation puts the HOMO energy (spin up / spin down) at -0.185 / -0.352 Ha. As for the relative energy (zero: lowest compared OMol25 entry of this formula, charge and spin): 112.5 kcal per mole. The value obtained for the largest force on an atom is 3.2 eV/A. The calculation puts the lowest unoccupied orbital energy (spin up / spin down) at 0.3 / -3.6 eV. The gap between HOMO and LUMO (spin up / spin down) comes out at 5.3341 / 5.9393 eV.

***

[10]
DFT (wB97M-V/def2-TZVPD) results for a structure of composition C4H6HgNaO at a distorted geometry.

The geometry in XYZ format:
```
13
Properties=species:S:1:pos:R:3:mulliken_charge:R:1
C -1.12353 -1.52142 -0.16032 -0.764
C -0.88779 -0.27970 -0.78820 -0.569
H -0.91430 -1.63070 0.90844 0.350
H -1.16408 -2.43436 -0.76049 0.336
H -1.03588 0.66329 -0.24172 0.385
H -1.14332 -0.20077 -1.85155 0.395
Hg -3.66598 -0.56602 0.01231 0.099
O 1.02192 1.29421 1.42090 -0.711
C 1.69937 0.83971 0.42068 0.281
C 1.25088 0.09786 -0.62721 -0.510
Na 1.37746 2.85374 2.80566 1.035
H 1.84946 -0.34640 -1.42278 0.387
H 2.73580 1.23055 0.28428 0.286
```

The spin multiplicity is 3. Its total charge is +1. The calculation puts the HOMO energy (spin up / spin down) at -0.388 / -0.416 Ha. The value obtained for the largest force on an atom is 3.8 eV/A. The calculation puts the lowest unoccupied orbital energy (spin up / spin down) at -4.3 / -5.6 eV. The gap between HOMO and LUMO (spin up / spin down) comes out at 6.2491 / 5.7066 eV.

***

What did the sixth record say?
DFT (wB97M-V/def2-TZVPD) results for an isolated molecule of C4H6FNO2 at a distorted geometry.

The geometry in XYZ format:
```
14
Properties=species:S:1:pos:R:3:mulliken_charge:R:1
C 2.52920 0.12619 -0.22052 -0.485
O 1.10417 -0.00014 -0.31826 -0.136
N 0.68647 -0.77332 0.74923 -0.510
C -0.58003 -0.89201 0.75118 -0.238
C -1.51143 -0.33985 -0.28808 0.411
F -2.69282 -1.07741 -0.28282 -0.314
C -1.90162 1.09024 0.00717 -0.040
O -1.15658 1.91544 0.44876 -0.421
H 2.70322 0.71935 -1.13547 0.226
H 3.02348 -0.89248 -0.28276 0.225
H 2.88086 0.77203 0.58653 0.254
H -1.06091 -1.49689 1.48855 0.439
H -1.04961 -0.46514 -1.29833 0.242
H -2.97440 1.31398 -0.20517 0.345
```

The spin multiplicity is 1. The calculation puts the HOMO energy at -0.362 Ha. As for the relative energy (zero: lowest compared OMol25 entry of this formula, charge and spin): 73.8 kcal per mole. The value obtained for the largest force on an atom is 1.8 eV/A. The calculation puts the lowest unoccupied orbital energy at 0.7 eV. The gap between HOMO and LUMO comes out at 10.5651 eV.